No. 1
Formula: C44H50BrN10O14P2
Source: the OMol25 dataset
Level of theory: ωB97M-V/def2-TZVPD

Last column: Mulliken charge in e.
Atoms and positions in Å:
1 N -5.812 1.053 1.264  -0.735
2 P -4.425 0.378 1.817  0.312
3 C -3.003 1.049 0.730  0.638
4 C -3.082 2.653 0.419  -0.829
5 C -1.842 3.255 -0.484  0.373
6 C -2.513 3.945 -1.804  -0.858
7 C -2.664 3.001 -3.128  -0.326
8 C -3.584 1.667 -2.962  -0.309
9 C -2.855 0.232 -3.204  -0.287
10 O -1.401 0.248 -3.368  -0.487
11 N -0.691 2.329 -0.716  -0.023
12 C -0.679 1.093 0.132  0.012
13 N 0.225 0.062 -0.154  -0.001
14 P 0.299 -1.461 0.844  0.246
15 O 1.134 -1.192 2.354  -0.494
16 Br 1.465 -2.962 -0.486  -0.081
17 N -1.599 0.812 1.332  -0.242
18 H -6.486 0.317 0.944  0.252
19 H -4.308 0.774 3.212  0.049
20 H -4.596 -1.052 1.704  0.117
21 H -3.012 0.464 -0.284  -0.432
22 H -3.188 3.209 1.471  -0.047
23 H -4.132 2.837 -0.117  0.534
24 H -1.411 4.161 0.164  0.252
25 H -3.576 4.404 -1.527  0.290
26 H -1.846 4.887 -2.098  0.159
27 H -3.204 3.683 -3.950  0.358
28 H -1.579 2.828 -3.551  0.238
29 H -4.155 1.586 -1.915  0.023
30 H -4.466 1.734 -3.764  0.460
31 H -3.302 -0.287 -4.182  0.265
32 H -3.096 -0.523 -2.312  0.152
33 H -0.905 0.025 -2.527  0.191
34 H -0.429 2.181 -1.707  0.359
35 H 0.898 0.103 -0.975  0.323
36 H 0.705 -1.866 2.994  0.372
37 H -1.449 1.641 1.968  0.312
38 C -8.700 -4.101 5.202  -0.382
39 C -7.342 -4.242 4.910  -0.478
40 C -6.804 -3.636 3.773  -0.276
41 C -7.637 -2.883 2.935  0.163
42 C -9.002 -2.745 3.222  -0.302
43 C -9.529 -3.359 4.360  -0.463
44 N -7.072 -2.222 1.752  1.009
45 O -5.865 -2.384 1.522  -0.652
46 O -7.834 -1.538 1.054  -0.585
47 H -9.113 -4.570 6.093  0.373
48 H -6.702 -4.823 5.571  0.367
49 H -5.744 -3.756 3.560  0.413
50 H -9.661 -2.168 2.577  0.424
51 H -10.587 -3.255 4.593  0.370
52 C -6.276 4.912 7.231  -0.385
53 C -5.186 4.277 7.827  -0.463
54 C -4.153 3.771 7.036  -0.330
55 C -4.220 3.911 5.643  0.132
56 C -5.318 4.542 5.041  -0.225
57 C -6.346 5.042 5.843  -0.513
58 N -3.126 3.403 4.807  0.937
59 O -2.181 2.835 5.375  -0.591
60 O -3.206 3.576 3.582  -0.613
61 H -7.077 5.311 7.852  0.377
62 H -5.139 4.179 8.909  0.371
63 H -3.310 3.278 7.515  0.431
64 H -5.385 4.653 3.961  0.426
65 H -7.201 5.536 5.386  0.370
66 C 2.358 8.229 -4.508  -0.378
67 C 2.506 6.931 -5.000  -0.491
68 C 1.390 6.104 -5.141  -0.273
69 C 0.124 6.591 -4.789  0.066
70 C -0.027 7.890 -4.288  -0.264
71 C 1.096 8.707 -4.148  -0.503
72 N -1.056 5.735 -4.960  0.992
73 O -0.879 4.585 -5.388  -0.596
74 O -2.163 6.212 -4.669  -0.551
75 H 3.230 8.872 -4.405  0.373
76 H 3.493 6.565 -5.277  0.372
77 H 1.523 5.096 -5.527  0.452
78 H -1.004 8.279 -4.006  0.430
79 H 0.989 9.719 -3.763  0.373
80 C 6.128 0.460 -4.386  -0.626
81 C 6.467 -0.870 -4.129  -0.389
82 C 5.583 -1.694 -3.430  -0.492
83 C 4.355 -1.176 -2.995  0.260
84 C 4.016 0.160 -3.244  -0.209
85 C 4.909 0.976 -3.942  -0.570
86 N 3.411 -2.045 -2.282  1.156
87 O 3.756 -3.216 -2.064  -0.567
88 O 2.323 -1.560 -1.943  -0.659
89 H 6.818 1.098 -4.936  0.390
90 H 7.419 -1.264 -4.477  0.416
91 H 5.862 -2.728 -3.238  0.563
92 H 3.069 0.577 -2.908  0.319
93 H 4.654 2.014 -4.143  0.432
94 C 4.936 -6.427 -0.281  -0.383
95 C 5.275 -7.756 -0.024  -0.603
96 C 4.391 -8.581 0.675  -0.344
97 C 3.163 -8.063 1.110  -0.037
98 C 2.824 -6.726 0.860  -0.343
99 C 3.717 -5.910 0.163  0.012
100 N 2.219 -8.932 1.823  0.982
101 O 2.564 -10.103 2.041  -0.579
102 O 1.131 -8.446 2.162  -0.586
103 H 5.626 -5.789 -0.831  0.462
104 H 6.227 -8.151 -0.372  0.389
105 H 4.670 -9.615 0.867  0.438
106 H 1.877 -6.310 1.196  0.468
107 H 3.462 -4.872 -0.039  0.069
108 C 8.689 -4.079 0.934  -0.532
109 C 10.046 -4.221 0.642  -0.416
110 C 10.585 -3.615 -0.495  -0.370
111 C 9.751 -2.862 -1.333  -0.004
112 C 8.387 -2.724 -1.046  -0.195
113 C 7.859 -3.337 0.092  -0.456
114 N 10.316 -2.201 -2.516  0.942
115 O 11.524 -2.362 -2.746  -0.567
116 O 9.554 -1.516 -3.214  -0.586
117 H 8.275 -4.549 1.825  0.401
118 H 10.686 -4.802 1.303  0.384
119 H 11.644 -3.735 -0.708  0.445
120 H 7.728 -2.147 -1.691  0.451
121 H 6.802 -3.234 0.325  0.488

The gap between HOMO and LUMO comes out at 6.765 eV. The net charge is +1. As for the HOMO energy: -0.37977 Ha.

=====

No. 2
Formula: C44H50ClIrN4O4S3Te
Source: the OMol25 dataset
Level of theory: ωB97M-V/def2-TZVPD

Last column: Mulliken charge in e.
Atoms and positions in Å:
1 Ir -0.194 0.107 -0.385  0.838
2 C -2.970 1.781 1.128  -0.967
3 C -2.243 1.836 2.466  -0.291
4 S -0.558 1.112 2.521  0.246
5 C 0.479 2.613 2.785  -1.183
6 C 1.674 2.699 1.852  -0.897
7 S 1.417 2.204 0.100  0.462
8 C 0.347 3.531 -0.550  -0.489
9 C -1.111 3.560 -0.126  -0.965
10 S -2.014 1.982 -0.426  0.076
11 H -3.755 2.538 1.112  0.694
12 H -3.432 0.804 0.991  0.311
13 H -2.822 1.260 3.191  -0.526
14 H -2.167 2.857 2.836  0.762
15 H 0.838 2.554 3.813  0.626
16 H -0.159 3.488 2.698  0.392
17 H 2.454 2.014 2.180  0.294
18 H 2.078 3.711 1.853  0.605
19 H 0.412 3.396 -1.631  -0.489
20 H 0.818 4.474 -0.274  0.764
21 H -1.620 4.311 -0.731  0.680
22 H -1.231 3.813 0.922  0.439
23 Cl -1.858 -3.501 -3.933  -0.193
24 C -0.262 -3.064 -3.305  -0.041
25 C -0.354 -2.089 -2.142  0.462
26 O -1.228 -1.213 -2.101  -0.645
27 O 0.554 -2.185 -1.266  -0.612
28 H 0.269 -3.967 -2.999  0.267
29 H 0.290 -2.571 -4.114  0.059
30 C -4.634 1.973 5.542  -1.467
31 C -4.115 0.568 5.515  1.018
32 C -4.986 -0.515 5.469  -0.864
33 C -4.512 -1.811 5.449  -0.460
34 C -3.145 -2.061 5.464  -0.014
35 N -2.693 -3.394 5.505  -0.058
36 C -1.496 -3.883 5.066  0.239
37 O -0.942 -4.831 5.563  -0.630
38 N -0.930 -3.215 3.974  -0.069
39 C -1.572 -2.698 2.871  0.136
40 C -2.921 -2.924 2.584  -0.211
41 C -3.462 -2.368 1.441  -1.335
42 C -2.664 -1.599 0.609  -0.684
43 N -1.379 -1.382 0.876  0.298
44 C -0.842 -1.931 1.956  -0.529
45 C -2.261 -0.987 5.504  -0.162
46 C -2.750 0.306 5.533  -0.693
47 H -5.629 2.009 5.977  0.450
48 H -4.701 2.377 4.530  0.224
49 H -3.975 2.617 6.120  0.366
50 H -6.050 -0.341 5.467  0.425
51 H -5.206 -2.639 5.439  0.439
52 H -3.160 -3.999 6.169  0.277
53 H 0.058 -3.404 3.866  0.238
54 H -3.520 -3.553 3.221  0.604
55 H -4.493 -2.544 1.183  0.505
56 H -3.042 -1.173 -0.310  0.857
57 H 0.215 -1.765 2.110  0.375
58 H -1.198 -1.162 5.550  0.462
59 H -2.051 1.127 5.608  0.406
60 C 6.114 -6.385 -3.877  -1.612
61 C 5.275 -5.193 -3.537  0.804
62 C 4.999 -4.849 -2.221  -0.814
63 C 4.213 -3.743 -1.911  0.948
64 C 3.911 -3.399 -0.487  -1.387
65 C 3.735 -2.971 -2.956  -0.241
66 Te 2.494 -1.136 -2.529  0.425
67 N 1.039 0.588 -2.145  0.058
68 C 1.008 1.002 -3.369  0.230
69 O 1.750 0.485 -4.257  -0.469
70 C 0.176 2.165 -3.793  -0.796
71 C 0.809 3.179 -4.506  -0.186
72 C 0.076 4.246 -4.992  -0.700
73 C -1.290 4.298 -4.770  -0.558
74 C -1.924 3.276 -4.080  -0.848
75 C -1.198 2.201 -3.591  0.233
76 C 4.194 0.154 -2.514  0.826
77 C 4.767 0.528 -3.720  -0.193
78 C 5.833 1.411 -3.740  -0.917
79 C 6.326 1.918 -2.549  -0.763
80 C 5.757 1.540 -1.348  -0.743
81 C 4.684 0.654 -1.310  1.383
82 C 4.103 0.252 0.011  -1.534
83 C 3.948 -3.304 -4.285  0.982
84 C 3.353 -2.525 -5.421  -1.663
85 C 4.734 -4.419 -4.555  -0.834
86 H 6.485 -6.875 -2.983  0.357
87 H 6.963 -6.088 -4.489  0.356
88 H 5.530 -7.103 -4.451  0.344
89 H 5.397 -5.447 -1.414  0.376
90 H 3.819 -4.297 0.120  0.489
91 H 2.977 -2.838 -0.438  -0.058
92 H 4.716 -2.791 -0.079  0.258
93 H 1.873 3.113 -4.677  0.516
94 H 0.569 5.018 -5.562  0.438
95 H -1.866 5.126 -5.158  0.417
96 H -2.996 3.307 -3.948  0.467
97 H -1.689 1.378 -3.091  0.820
98 H 4.363 0.147 -4.645  0.463
99 H 6.271 1.708 -4.682  0.462
100 H 7.154 2.611 -2.559  0.420
101 H 6.148 1.933 -0.420  0.476
102 H 4.063 1.107 0.682  0.452
103 H 4.724 -0.512 0.480  0.336
104 H 3.093 -0.153 -0.127  -0.191
105 H 2.810 -1.650 -5.050  0.030
106 H 2.660 -3.153 -5.984  0.408
107 H 4.129 -2.190 -6.108  0.402
108 H 4.922 -4.691 -5.584  0.508

As for the multiplicity: 2. The gap between HOMO and LUMO (alpha / beta) comes out at 4.604 / 4.552 eV. The net charge is +1. As for the HOMO energy (alpha / beta): -0.33316 / -0.32823 Ha.